Entry 1:
# C13H22F2N3

A cluster of 2 separate species, C13H22F2N3 in total in a non-equilibrium geometry (ωB97M-V/def2-TZVPD, the OMol25 dataset).

Summary:
Total charge ... +1
Multiplicity ... 1
E_HOMO ... -0.435 hartree
Kohn-Sham gap ... 0.29191 hartree

Cartesian coordinates (Å):
C: -4.744 -0.552 -0.986
C: -3.489 -1.347 -1.572
C: -2.490 -1.828 -0.405
C: -0.963 -1.734 -0.839
N: -0.122 -0.799 -0.042
C: -0.640 0.535 0.021
N: -1.561 0.994 0.995
N: -0.226 1.439 -0.853
C: 0.755 1.173 -1.924
C: 0.106 0.587 -3.248
F: 0.805 -0.564 -3.702
H: -5.588 -0.470 -1.728
H: -4.376 0.504 -0.796
H: -5.109 -1.033 -0.042
H: -3.916 -2.259 -2.086
H: -2.896 -0.753 -2.319
H: -2.737 -1.282 0.544
H: -2.729 -2.923 -0.244
H: -0.915 -1.487 -1.926
H: -0.507 -2.764 -0.736
H: 0.125 -1.165 0.880
H: -1.798 0.277 1.678
H: -2.381 1.446 0.588
H: -0.587 2.393 -0.761
H: 1.535 0.481 -1.490
H: 1.314 2.108 -2.227
H: 0.132 1.327 -4.093
H: -0.942 0.245 -3.036
F: 1.359 0.626 3.931
C: 2.508 0.624 3.234
C: 2.465 0.474 1.859
C: 3.651 0.476 1.133
C: 4.866 0.618 1.793
C: 4.897 0.763 3.177
C: 3.711 0.772 3.902
H: 1.511 0.357 1.365
H: 3.628 0.366 0.055
H: 5.791 0.615 1.228
H: 5.844 0.869 3.690
H: 3.716 0.892 4.978

Cartesian forces (eV/Å) of the 2 atoms listed first:
1.07 0.45 -0.61
-0.64 -0.52 0.74

The molecule's natural (NBO) atomic charges, reported in e, are given here:
1 C -0.6130
2 C -0.4003
3 C -0.4466
4 C -0.2305
5 N -0.6764
6 C 0.7414
7 N -0.7871
8 N -0.5027
9 C -0.2955
10 C 0.0377
11 F -0.3555
12 H 0.2377
13 H 0.1785
14 H 0.2206
15 H 0.2264
16 H 0.1836
17 H 0.1932
18 H 0.2408
19 H 0.2148
20 H 0.2454
21 H 0.4188
22 H 0.4178
23 H 0.4230
24 H 0.4371
25 H 0.2669
26 H 0.2491
27 H 0.2029
28 H 0.1681
29 F -0.3253
30 C 0.3972
31 C -0.2955
32 C -0.1857
33 C -0.2237
34 C -0.1719
35 C -0.2748
36 H 0.1756
37 H 0.2092
38 H 0.2273
39 H 0.2313
40 H 0.2404


Entry 2:
# C13H22F6IN6NiO6S2

A structure of composition C13H22F6IN6NiO6S2 in a non-equilibrium geometry (ωB97M-V/def2-TZVPD, the OMol25 dataset).

Summary:
Total charge ... +1
Multiplicity ... 1
E_HOMO ... -0.407 hartree
Kohn-Sham gap ... 0.26931 hartree

Cartesian coordinates (Å):
Ni: 0.274 -0.438 -0.398
F: 1.335 3.899 3.055
C: 1.233 2.692 2.546
F: 1.248 1.790 3.564
F: 2.302 2.438 1.787
S: -0.333 2.474 1.618
O: -0.363 1.020 1.381
O: -1.342 3.001 2.473
N: -0.021 3.297 0.361
S: -0.310 2.984 -1.160
O: -1.250 3.885 -1.731
O: -0.438 1.566 -1.454
C: 1.326 3.430 -1.850
F: 2.273 2.622 -1.359
F: 1.647 4.683 -1.577
F: 1.267 3.262 -3.171
N: 1.146 -1.883 5.192
C: 1.097 -1.767 3.674
C: 2.511 -1.861 3.131
C: 2.483 -1.796 1.596
N: 2.079 -0.458 1.139
C: 1.560 -2.871 1.025
C: 0.148 -2.768 1.584
N: -0.524 -1.538 1.135
C: 0.174 -2.837 3.119
H: 1.699 -1.129 5.604
H: 1.572 -2.770 5.470
H: 0.210 -1.846 5.599
H: 0.683 -0.767 3.519
H: 2.966 -2.806 3.451
H: 3.124 -1.043 3.518
H: 3.494 -1.997 1.241
H: 2.863 0.127 0.874
H: 1.576 0.066 1.844
H: 1.972 -3.859 1.252
H: 1.516 -2.774 -0.060
H: -0.429 -3.615 1.218
H: -0.554 -0.808 1.838
H: -1.479 -1.721 0.854
H: 0.536 -3.824 3.428
H: -0.839 -2.710 3.512
I: 5.507 -0.682 -3.701
C: 3.561 -0.445 -3.125
C: 2.513 0.066 -3.863
N: 1.433 0.032 -3.078
N: 1.697 -0.478 -1.871
C: 2.996 -0.767 -1.888
H: 2.464 0.443 -4.872
H: 0.460 0.243 -3.280
H: 3.479 -1.199 -1.028
C: -2.196 -3.129 -2.102
O: -1.367 -2.472 -1.119
C: -0.813 -1.291 -1.552
O: -1.052 -0.913 -2.671
H: -2.617 -3.994 -1.598
H: -1.593 -3.438 -2.953
H: -2.984 -2.464 -2.445

Cartesian forces (eV/Å) of the 2 atoms listed first:
1.26 -1.43 0.63
0.06 0.02 0.04

The molecule's natural (NBO) atomic charges, reported in e, are given here:
1 Ni 0.9327
2 F -0.2806
3 C 0.7089
4 F -0.3541
5 F -0.3175
6 S 2.2954
7 O -1.0564
8 O -0.8858
9 N -1.2485
10 S 2.2776
11 O -0.8731
12 O -0.9847
13 C 0.7203
14 F -0.3220
15 F -0.2916
16 F -0.3086
17 N -0.6685
18 C -0.0362
19 C -0.4390
20 C -0.0533
21 N -0.8924
22 C -0.4224
23 C -0.0524
24 N -0.8633
25 C -0.4383
26 H 0.4480
27 H 0.4380
28 H 0.4464
29 H 0.2294
30 H 0.2211
31 H 0.2320
32 H 0.2269
33 H 0.4072
34 H 0.3870
35 H 0.2228
36 H 0.2537
37 H 0.2410
38 H 0.4066
39 H 0.4286
40 H 0.2233
41 H 0.2293
42 I 0.2245
43 C -0.3082
44 C -0.0289
45 N -0.3002
46 N -0.3454
47 C -0.0572
48 H 0.2479
49 H 0.4729
50 H 0.2044
51 C -0.2662
52 O -0.5851
53 C 0.6008
54 O -0.6408
55 H 0.1921
56 H 0.1969
57 H 0.2051


Entry 3:
# C13H22IN4O2Tb

A structure of composition C13H22IN4O2Tb in a non-equilibrium geometry (ωB97M-V/def2-TZVPD, the OMol25 dataset).

Summary:
Expectation value of S² ... 12.6040
Total charge ... -2
Multiplicity ... 7
E_HOMO (alpha / beta) ... 0.112 / 0.034 hartree
Kohn-Sham gap (alpha / beta) ... 0.05791 / 0.14450 hartree

Cartesian coordinates (Å):
C: 1.622 -1.038 -3.127
I: -1.342 2.981 -2.736
H: 0.596 -1.177 -3.522
H: 2.283 -1.928 -3.298
H: 2.029 -0.167 -3.667
C: -0.783 3.467 1.969
C: -2.030 2.964 1.873
N: -2.183 2.495 0.579
C: -1.010 2.657 -0.117
N: -0.121 3.226 0.771
H: -0.307 3.971 2.797
H: -2.864 3.007 2.549
C: 1.615 -3.026 1.199
C: 1.305 -1.744 -0.659
N: 1.906 -1.822 0.594
H: 0.348 -4.690 0.461
N: 0.669 -2.947 -0.786
H: 1.958 -3.305 2.196
Tb: -0.951 0.736 -1.328
C: 1.645 -0.757 -1.700
O: 1.813 0.463 -1.287
C: 0.839 -3.725 0.343
C: -0.266 -3.249 -1.855
H: -1.126 -2.559 -1.783
H: -0.656 -4.258 -1.696
H: 0.181 -3.199 -2.857
C: 2.591 -0.768 1.310
H: 3.455 -1.157 1.871
H: 1.934 -0.293 2.055
H: 2.933 0.005 0.622
C: 1.343 3.196 0.579
H: 1.794 4.199 0.731
H: 1.614 2.833 -0.438
H: 1.777 2.504 1.336
C: -3.427 1.952 0.035
H: -3.264 1.000 -0.519
H: -3.928 2.715 -0.573
H: -4.062 1.695 0.891
C: -1.581 -0.851 1.496
O: -1.540 -0.616 0.106
H: -0.568 -0.917 1.925
H: -2.106 -1.809 1.624
H: -2.135 -0.065 2.035

Cartesian forces (eV/Å) of the 2 atoms listed first:
0.18 -0.77 -1.48
-1.05 3.36 -3.90

The molecule's Löwdin atomic charges, reported in e, are given here:
1 C -0.1139
2 I -0.2289
3 H 0.0521
4 H 0.0808
5 H 0.0802
6 C -0.1124
7 C -0.1257
8 N -0.1688
9 C -0.5596
10 N -0.1296
11 H 0.0962
12 H 0.0826
13 C -0.1167
14 C -0.2189
15 N -0.1008
16 H 0.0938
17 N -0.1103
18 H 0.0956
19 Tb 0.5128
20 C -0.5796
21 O -0.2886
22 C -0.1055
23 C -0.0557
24 H 0.0766
25 H 0.0723
26 H 0.0634
27 C -0.0577
28 H 0.0718
29 H 0.0680
30 H 0.0690
31 C -0.0389
32 H 0.0769
33 H 0.0806
34 H 0.0843
35 C -0.1380
36 H 0.0400
37 H 0.0525
38 H 0.0618
39 C -0.2502
40 O -0.5631
41 H 0.0512
42 H 0.0539
43 H 0.0466


Entry 4:
# C13H22IN4OY

A structure of composition C13H22IN4OY in a non-equilibrium geometry (ωB97M-V/def2-TZVPD, the OMol25 dataset).

Summary:
Total charge ... -2
Multiplicity ... 1
E_HOMO (alpha / beta) ... 0.078 / 0.080 hartree
Kohn-Sham gap (alpha / beta) ... 0.10164 / 0.09631 hartree

Cartesian coordinates (Å):
C: -0.686 -1.385 -3.352
I: -0.120 3.334 -2.630
H: -1.257 -2.265 -3.645
H: 0.329 -1.474 -3.758
H: -1.223 -0.558 -3.915
C: -0.483 2.246 2.196
C: -1.672 1.963 1.647
N: -1.419 1.609 0.328
C: -0.028 1.461 0.165
N: 0.491 2.014 1.271
H: -0.256 2.536 3.192
H: -2.685 2.178 1.952
C: 1.286 -2.162 1.930
C: 1.019 -0.904 0.096
N: 1.731 -1.033 1.250
H: -0.204 -3.661 1.253
N: 0.342 -2.097 -0.075
H: 1.643 -2.448 2.917
Y: -1.073 0.753 -2.025
C: 0.833 0.389 -0.594
O: 1.642 0.792 -1.491
C: 0.385 -2.765 1.150
C: 0.452 -2.836 -1.317
H: -0.400 -2.516 -1.930
H: 0.384 -3.900 -1.074
H: 1.395 -2.592 -1.841
C: 3.050 -0.478 1.534
H: 3.760 -1.318 1.682
H: 2.994 0.106 2.463
H: 3.403 0.158 0.708
C: 1.847 2.415 1.507
H: 1.837 3.473 1.773
H: 2.463 2.258 0.628
H: 2.214 1.868 2.370
C: -2.472 2.139 -0.563
H: -2.060 2.907 -1.275
H: -3.205 2.670 0.068
H: -3.053 1.343 -1.102
C: -2.611 -0.876 -0.556
H: -3.636 -0.455 -0.470
H: -2.278 -1.000 0.494
H: -2.679 -1.890 -0.962

Cartesian forces (eV/Å) of the 2 atoms listed first:
-0.74 1.93 -0.83
0.89 2.30 -1.36

The molecule's natural (NBO) atomic charges, reported in e, are given here:
1 C -1.2169
2 I -0.5907
3 H 0.1853
4 H 0.1922
5 H 0.1122
6 C -0.1085
7 C -0.0962
8 N -0.4506
9 C 0.1593
10 N -0.4008
11 H 0.1851
12 H 0.1931
13 C -0.1401
14 C 0.2522
15 N -0.4173
16 H 0.1909
17 N -0.4037
18 H 0.1828
19 Y 1.2217
20 C -0.0467
21 O -0.8367
22 C -0.0722
23 C -0.4407
24 H 0.2803
25 H 0.1505
26 H 0.1891
27 C -0.4208
28 H 0.1589
29 H 0.1670
30 H 0.2383
31 C -0.4085
32 H 0.1664
33 H 0.2500
34 H 0.1692
35 C -0.5239
36 H 0.2513
37 H 0.2162
38 H 0.2216
39 C -1.2553
40 H 0.1330
41 H 0.1883
42 H 0.1747


Respective molecular weight values: 258.34, 722.07, 552.17, 466.16 g/mol.
Respective energy values: -872.2741, -4489.8695, -1999.8785, -1138.4676 a.u..